{"formula": "C23H22CdClN4O10", "method": "the ωB97M-V functional and the def2-TZVPD basis", "homo_lumo_gap_ev": 7.89, "spin_multiplicity": 1, "lumo_ev": 1.9656, "largest_force_ev_per_a": 3.8, "charge": -1, "e_above_lowest_kcal_mol": 32.7, "elements": ["Cd", "O", "C", "O", "C", "C", "Cl", "N", "N", "C", "C", "O", "O", "C", "C", "C", "C", "C", "C", "H", "H", "H", "H", "H", "H", "N", "C", "C", "O", "O", "H", "H", "H", "H", "O", "C", "C", "C", "C", "C", "C", "C", "O", "O", "H", "H", "H", "H", "H", "C", "N", "C", "C", "O", "H", "H", "H", "H", "H", "H", "H"], "xyz": [[6.901, 10.542, 13.448], [8.555, 5.139, 15.107], [9.071, 5.317, 13.893], [10.095, 4.756, 13.566], [8.360, 6.384, 13.063], [8.535, 6.530, 11.671], [9.354, 5.448, 10.651], [7.882, 7.672, 11.187], [7.319, 8.334, 12.337], [7.564, 7.537, 13.380], [6.852, 7.817, 14.778], [6.880, 6.996, 15.742], [6.221, 8.904, 14.849], [7.803, 8.111, 9.845], [7.642, 7.195, 8.751], [7.576, 7.662, 7.431], [7.571, 9.039, 7.117], [7.570, 9.911, 8.194], [7.652, 9.449, 9.530], [7.884, 5.792, 15.354], [7.449, 6.186, 8.914], [7.583, 6.889, 6.634], [7.793, 9.311, 6.119], [7.415, 10.975, 8.131], [7.781, 10.279, 10.296], [4.467, 10.336, 12.863], [4.445, 11.415, 11.868], [5.666, 12.386, 11.679], [5.451, 13.560, 11.342], [6.732, 11.725, 11.675], [4.394, 9.333, 12.541], [4.006, 10.510, 13.801], [3.520, 11.977, 12.116], [4.399, 10.951, 10.876], [7.398, 14.962, 14.492], [7.253, 14.958, 15.843], [7.440, 16.137, 16.576], [7.201, 16.202, 17.961], [6.699, 15.123, 18.583], [6.313, 14.004, 17.839], [6.553, 13.923, 16.471], [6.394, 12.620, 15.782], [5.540, 11.817, 16.262], [7.123, 12.431, 14.689], [7.706, 13.978, 14.358], [7.993, 16.923, 16.008], [7.633, 17.000, 18.562], [6.645, 15.060, 19.679], [5.932, 13.085, 18.370], [9.137, 10.063, 16.439], [9.976, 9.261, 15.545], [10.724, 8.202, 16.190], [10.134, 9.582, 14.227], [9.512, 10.420, 13.509], [8.241, 9.504, 16.810], [8.861, 10.995, 15.991], [9.669, 10.277, 17.360], [10.605, 7.230, 15.646], [10.233, 8.035, 17.134], [11.816, 8.328, 16.290], [11.005, 9.050, 13.730]]}